# 1
This record from OMol25 describes a molecular structure, C18H51InN3Na3O10S. The level of theory is the ωB97M-V functional and the def2-TZVPD basis.

Values from the calculation:
Charge: +3
Multiplicity: 2
E_HOMO (alpha / beta), eV: -15.0 / -15.0
Expectation value of S²: 0.756
M, g mol⁻¹: 685.47

Cartesian coordinates (Å):
In  -2.23776  -3.43146  -1.80813
Na  0.05190  0.51894  -2.40134
Na  -1.07782  -3.19446  2.40497
Na  1.65612  -4.06200  0.51522
S  0.19111  -1.52793  0.08802
O  0.60747  -0.22022  -0.42552
O  0.80537  -1.91983  1.30818
O  -1.25314  -1.50284  0.31927
O  0.40197  -2.48579  -0.96211
C  -5.83933  -3.25307  0.75422
C  -5.85811  -2.25603  -0.41216
C  -7.17251  -1.37962  -0.54441
O  -7.19162  -0.39030  -1.56960
C  -8.08961  0.71009  -1.35208
N  -4.60799  -1.51975  -0.30954
H  -5.69942  -2.87785  1.76799
H  -5.04806  -3.98175  0.57803
H  -6.82460  -3.69654  0.89801
H  -5.77191  -2.71302  -1.39797
H  -7.30088  -1.05469  0.48807
H  -8.06301  -1.99630  -0.66618
H  -8.13726  1.51155  -2.08929
H  -7.83040  1.10308  -0.36900
H  -9.11851  0.39467  -1.17894
H  -4.22598  -1.39624  0.61724
H  -4.90277  -0.57306  -0.50185
C  4.07750  -1.28196  0.04986
C  4.39371  -1.71164  1.44668
C  4.48616  -0.46252  2.49519
O  5.35795  0.52079  1.84940
C  6.78633  0.19913  2.00545
N  3.28172  -2.57495  1.80734
H  4.97741  -0.76272  -0.27976
H  3.21643  -0.62137  -0.05142
H  3.83572  -2.10113  -0.62734
H  5.35111  -2.21281  1.58921
H  4.78913  -0.85523  3.46579
H  3.53525  0.01798  2.72544
H  7.40433  1.05251  1.72634
H  7.03577  -0.64385  1.36102
H  7.10207  -0.01518  3.02646
H  2.55380  -1.88338  1.69806
H  3.28792  -2.76463  2.79935
C  0.69888  4.16320  -4.09879
C  1.22794  3.38412  -2.83138
C  2.23415  4.08821  -1.86697
O  2.76258  3.20956  -0.89267
C  3.50553  3.86576  0.10105
N  0.08741  2.94281  -1.97725
H  -0.18464  3.69895  -4.53692
H  1.40949  4.37417  -4.89792
H  0.32123  5.13149  -3.77030
H  1.80883  2.50192  -3.10046
H  1.73418  4.99033  -1.51439
H  3.05580  4.51656  -2.44099
H  3.64868  3.25926  0.99534
H  3.04005  4.81413  0.36941
H  4.50611  4.08515  -0.27153
H  0.44669  2.65592  -1.07797
H  -0.48449  3.74290  -1.74727
C  -5.03842  -0.57006  2.95959
C  -3.52094  -0.23431  2.67848
O  -3.00385  -1.40201  2.18251
H  -5.20100  -1.52822  3.45314
H  -5.58410  -0.56243  2.01604
H  -5.49612  0.19604  3.58545
H  -3.16723  -0.10177  3.70094
H  -3.42234  0.63503  2.02838
H  -2.40114  -1.24637  1.45168
C  1.16233  3.04739  3.07226
C  0.81488  1.71341  2.30295
O  0.22271  2.16121  1.12536
H  1.88837  3.62051  2.49563
H  1.54076  2.81949  4.06872
H  0.29699  3.69106  3.23025
H  0.14726  1.00116  2.78781
H  1.68898  1.12636  2.02118
H  0.46237  1.45665  0.51892
C  4.13506  -2.62028  -4.34806
C  2.99462  -2.92089  -3.41564
O  2.41445  -1.77663  -2.71877
H  4.02339  -1.55009  -4.52218
H  4.07650  -3.28724  -5.20820
H  5.15728  -2.76500  -3.99845
H  3.23737  -3.68058  -2.67264
H  2.13268  -3.34045  -3.93442
H  1.68519  -2.01102  -2.14011

Results of the Mulliken charge analysis, in e, for atoms 1 through 2: In 0.941; Na 0.859

# 2
This record from OMol25 describes a molecular structure, C3H3NO. The level of theory is the ωB97M-V functional and the def2-TZVPD basis.

Values from the calculation:
Charge: 0
Multiplicity: 1
Relative energy (zero: lowest compared OMol25 entry of this formula, charge and spin), eV: 5.924
E_HOMO, eV: -9.8
M, g mol⁻¹: 69.06

Cartesian coordinates (Å):
N  1.91515  0.47067  -0.13560
C  1.55362  -0.07392  0.95146
C  0.29487  0.13185  0.21912
C  -1.00002  -0.41774  -0.11028
O  -0.81661  0.88119  0.53781
H  0.82227  0.55385  -0.84529
H  -1.33661  -0.36675  -1.14373
H  -1.43266  -1.17914  0.52651

Results of the Mulliken charge analysis, in e, for atoms 1 through 2: N -0.168; C -0.451

# 3
This record from OMol25 describes a molecular structure, C42H114BF6HgN11O14S2. The level of theory is the ωB97M-V functional and the def2-TZVPD basis.

Values from the calculation:
Charge: 0
Multiplicity: 1
Relative energy (zero: lowest compared OMol25 entry of this formula, charge and spin), eV: 16.750
E_HOMO, eV: -8.7
M, g mol⁻¹: 1386.96

Cartesian coordinates (Å):
Hg  -2.10399  5.34820  -3.39496
C  -3.03866  -0.48547  -0.51209
F  -2.69376  -0.57852  0.74964
F  -3.37845  -1.63963  -1.00935
F  -4.01622  0.36315  -0.62604
S  -1.56117  0.22705  -1.55761
O  -0.48323  -0.78185  -1.57368
O  -2.12829  0.52296  -2.87737
N  -1.15576  1.82360  -0.82627
S  0.03355  1.42940  0.01933
O  -0.13399  0.44020  1.13271
O  1.27428  1.29338  -0.75832
C  0.31165  3.08190  1.00790
F  1.40880  3.03670  1.78994
F  0.47691  4.07265  0.17695
F  -0.77729  3.28540  1.79469
B  0.90652  4.10057  -5.87571
H  1.28739  4.56889  -6.77006
H  -0.14698  3.92376  -6.02777
H  1.43483  3.17189  -5.72509
H  1.12817  4.67894  -4.99220
C  -5.89401  2.87130  7.90056
C  -4.58681  2.14048  7.54835
C  -3.40412  3.17284  7.62829
O  -3.26695  3.74208  8.88934
C  -2.33265  4.81753  8.89274
N  -4.42374  0.97755  8.41385
H  -6.80888  2.28610  7.99363
H  -6.02445  3.67805  7.17929
H  -5.82038  3.44561  8.82405
H  -4.66429  1.80019  6.51574
H  -3.55487  3.94548  6.87437
H  -2.54351  2.59883  7.28487
H  -2.39237  5.44578  8.00400
H  -1.32779  4.39529  8.88454
H  -2.38115  5.47326  9.76208
H  -3.59277  0.45320  8.18008
H  -4.00984  1.36096  9.25157
C  4.01530  -3.33934  -6.82851
C  3.79849  -1.99728  -7.59658
C  2.42399  -1.54574  -8.16371
O  2.53794  -0.27367  -8.73642
C  1.38420  0.11295  -9.53586
N  4.22046  -0.98227  -6.61780
H  3.60595  -4.11235  -7.47888
H  3.47649  -3.37630  -5.88172
H  5.04301  -3.64190  -6.62761
H  4.52577  -1.96214  -8.40772
H  1.58811  -1.50985  -7.46505
H  2.10511  -2.27166  -8.91167
H  0.49322  0.15304  -8.90924
H  1.19779  -0.57516  -10.36039
H  1.61982  1.12324  -9.87036
H  3.54577  -1.13499  -5.88188
H  5.14537  -1.28228  -6.34469
C  7.00117  5.07114  -3.75880
C  7.67545  5.62140  -5.01276
C  8.72158  4.64418  -5.71074
O  8.06279  3.51592  -6.18049
C  8.97507  2.57367  -6.82888
N  6.62786  5.88382  -6.01912
H  7.78025  4.98702  -3.00115
H  6.43901  4.16145  -3.96988
H  6.25148  5.74506  -3.34421
H  8.16595  6.54431  -4.70336
H  9.59701  4.45619  -5.08914
H  9.14684  5.07389  -6.61772
H  9.55380  2.86973  -7.70381
H  8.44446  1.66022  -7.09752
H  9.64737  2.28854  -6.01969
H  7.08113  6.47201  -6.70373
H  5.93950  6.49710  -5.60664
C  -0.63424  13.14716  2.28510
C  0.21676  11.92132  1.93201
C  1.68369  12.25954  2.37377
O  2.43750  11.00373  2.16307
C  3.86316  11.06051  2.05384
N  -0.22574  10.70300  2.60150
H  -0.16801  14.07352  1.94955
H  -0.74097  13.36943  3.34685
H  -1.62443  13.07992  1.83442
H  0.04012  11.77701  0.86615
H  1.75467  12.48321  3.43820
H  2.07809  13.10755  1.81390
H  4.35814  10.10702  1.86954
H  4.37817  11.40906  2.94902
H  4.05300  11.71395  1.20233
H  0.61368  10.16469  2.76174
H  -0.53268  11.08575  3.48433
C  -0.74277  -10.86816  -7.32783
C  -0.31170  -9.90871  -8.42101
C  -0.41064  -8.45332  -7.85331
O  -1.67836  -8.20048  -7.27427
C  -1.87646  -6.86469  -6.88889
N  1.06139  -10.14076  -8.96242
H  -1.67159  -10.53889  -6.86202
H  0.01710  -10.87616  -6.54639
H  -0.84502  -11.86304  -7.76125
H  -1.01979  -10.04256  -9.23880
H  -0.04132  -7.76543  -8.61389
H  0.28663  -8.39378  -7.01763
H  -2.86172  -6.75812  -6.43501
H  -1.81223  -6.09060  -7.65358
H  -1.11458  -6.54158  -6.17950
H  1.13629  -11.12586  -9.17239
H  1.27745  -9.66635  -9.82749
C  -9.32015  -4.66626  6.58731
C  -8.58617  -4.49087  5.21558
C  -9.15597  -3.24146  4.46487
O  -10.55538  -3.24693  4.16780
C  -10.90282  -3.65027  2.82312
N  -7.17132  -4.22372  5.44396
H  -10.37639  -4.69812  6.32006
H  -9.11633  -3.88773  7.32246
H  -9.07676  -5.63319  7.02766
H  -8.78336  -5.42343  4.68684
H  -8.64300  -3.24663  3.50314
H  -8.95669  -2.25851  4.89172
H  -10.50976  -4.65303  2.65557
H  -10.51321  -2.94644  2.08763
H  -11.98433  -3.56592  2.71668
H  -6.68231  -3.91526  4.61582
H  -7.04856  -3.35391  5.94242
C  -6.45913  6.44352  0.62714
C  -5.62537  5.87448  -0.51565
C  -6.48406  5.43587  -1.66650
O  -5.85055  4.66748  -2.69770
C  -6.66623  4.32734  -3.84239
N  -4.65830  6.87356  -0.88742
H  -5.78521  7.01122  1.26874
H  -6.80802  5.69687  1.34050
H  -7.21844  7.16274  0.32010
H  -5.07454  5.00890  -0.14759
H  -7.01425  6.30718  -2.05099
H  -7.17476  4.70409  -1.24755
H  -7.17255  5.22175  -4.20541
H  -7.36845  3.55082  -3.53904
H  -6.02001  3.89453  -4.60603
H  -5.03074  7.70022  -1.33240
H  -4.24815  7.32424  -0.08195
C  1.69991  -2.93152  9.16720
C  2.09607  -2.09511  7.92510
C  3.48258  -2.30086  7.31356
O  4.56583  -1.59189  7.92252
C  5.70884  -1.56785  7.17027
N  1.02329  -2.38986  6.95073
H  2.04088  -3.96677  9.15594
H  0.63438  -2.85462  9.38359
H  2.12033  -2.62620  10.12537
H  1.85080  -1.06983  8.20217
H  3.35330  -1.99220  6.27620
H  3.73765  -3.35994  7.35119
H  6.52682  -1.14529  7.75375
H  5.53328  -0.99736  6.25823
H  5.99266  -2.53924  6.76536
H  1.33768  -2.02994  6.06095
H  1.08671  -3.38502  6.79036
C  -3.42520  -9.30823  3.56316
C  -1.93524  -8.76142  3.66404
C  -1.48563  -7.98018  2.44931
O  -1.37367  -8.74179  1.24150
C  -1.23237  -8.04344  0.03391
N  -1.89646  -7.86800  4.79773
H  -4.11864  -8.50054  3.32891
H  -3.64168  -9.79234  4.51546
H  -3.56704  -10.10175  2.82948
H  -1.29542  -9.63711  3.77303
H  -0.51582  -7.52906  2.65920
H  -2.22591  -7.20350  2.25731
H  -0.45787  -7.28684  -0.09182
H  -2.20146  -7.77823  -0.38872
H  -0.84569  -8.83334  -0.61001
H  -2.73262  -7.31363  4.68106
H  -2.16819  -8.37639  5.62707
C  8.80276  -0.63805  -1.01169
C  8.44062  -2.16265  -1.12583
C  6.96076  -2.42168  -0.73989
O  6.66488  -3.84900  -0.70753
C  5.65659  -4.22322  0.19561
N  8.68937  -2.68081  -2.46787
H  8.44941  -0.21559  -0.07107
H  8.18374  -0.11323  -1.73936
H  9.85873  -0.39156  -1.12246
H  9.15258  -2.60711  -0.43036
H  6.31414  -1.82530  -1.38357
H  6.72467  -2.06550  0.26285
H  5.91582  -4.10630  1.24786
H  5.34757  -5.26617  0.12586
H  4.76546  -3.61998  0.02210
H  8.35218  -3.61203  -2.66593
H  9.69309  -2.71122  -2.57616

Results of the Mulliken charge analysis, in e, for atoms 1 through 2: Hg 0.574; C 0.677

# 4
This record from OMol25 describes a molecular structure, C29H25BrF5IO2Y. The level of theory is the ωB97M-V functional and the def2-TZVPD basis.

Values from the calculation:
Charge: -1
Multiplicity: 1
Relative energy (zero: lowest compared OMol25 entry of this formula, charge and spin), eV: 0.454
E_HOMO, eV: -5.3
M, g mol⁻¹: 796.22

Cartesian coordinates (Å):
Y  -0.05922  -0.19601  0.61804
C  1.05809  1.19227  2.50634
C  2.14439  0.49143  1.92971
C  1.97580  -0.88235  2.21959
C  0.79244  -1.03164  2.98926
C  0.22198  0.25665  3.17209
C  -0.97495  0.62240  4.00187
C  0.35808  -2.31945  3.62667
C  2.91929  -1.99303  1.86473
C  3.28060  1.10512  1.17132
C  0.85154  2.67890  2.45552
H  -0.67593  1.20011  4.88215
H  -1.50646  -0.25946  4.35566
H  -1.69908  1.22378  3.44645
H  1.05869  -2.62485  4.41045
H  0.29996  -3.13940  2.90740
H  -0.61913  -2.22491  4.10453
H  3.63477  -2.17988  2.67316
H  3.49637  -1.75948  0.96876
H  2.38852  -2.92519  1.67238
H  4.13424  1.32219  1.82083
H  2.97894  2.04128  0.69941
H  3.63446  0.44849  0.37425
H  1.46017  3.19452  3.20531
H  -0.18988  2.94432  2.64680
H  1.11332  3.09265  1.47913
I  -2.64341  -1.84050  1.83719
C  -3.99211  -0.87010  0.56704
C  -5.25476  -1.38656  0.48891
C  -6.21471  -0.76374  -0.33051
C  -5.87468  0.35597  -1.03201
C  -4.56894  0.89797  -0.95421
C  -4.24153  2.06210  -1.68954
C  -2.98599  2.58363  -1.61091
C  -2.00812  1.95532  -0.80649
C  -2.22890  0.80418  -0.07196
C  -3.56652  0.28419  -0.14654
H  -5.51897  -2.27201  1.05164
H  -7.21314  -1.17720  -0.39600
H  -6.60096  0.85228  -1.66589
H  -5.00601  2.51661  -2.31027
H  -2.72091  3.47157  -2.17318
H  -1.02308  2.41298  -0.81608
Br  5.33274  -0.66847  -5.95943
C  4.12749  0.05544  -4.67804
C  3.69545  -0.73845  -3.63139
C  2.81803  -0.20155  -2.69937
C  2.37980  1.11047  -2.81788
C  2.82829  1.88829  -3.87948
C  3.70404  1.36757  -4.81774
C  1.43775  1.72854  -1.80353
O  1.14281  2.91052  -1.90432
O  1.03623  0.94297  -0.86547
H  4.03193  -1.76236  -3.54402
H  2.46203  -0.81110  -1.88252
H  2.47602  2.90872  -3.94865
H  4.05519  1.96769  -5.64595
F  0.24700  -3.65442  0.47162
C  0.23254  -2.54763  -0.38652
F  1.49474  -2.59822  -1.00632
C  -0.73425  -2.93907  -1.50775
F  -1.91011  -3.37301  -1.02744
F  -0.27700  -3.89981  -2.33646
F  -0.99498  -1.85125  -2.27232

Results of the Mulliken charge analysis, in e, for atoms 1 through 2: Y 0.360; C 0.450

# 5
This record from OMol25 describes 2 unconnected molecules or ions with the total composition C11H12ClNO. The level of theory is the ωB97M-V functional and the def2-TZVPD basis.

Values from the calculation:
Charge: 0
Multiplicity: 1
Relative energy (zero: lowest compared OMol25 entry of this formula, charge and spin), eV: 1.875
E_HOMO (alpha / beta), eV: -7.3 / -7.2
M, g mol⁻¹: 209.68

Cartesian coordinates (Å):
C  0.86756  2.11611  0.22281
C  -3.47778  -0.63564  0.17949
C  -2.94408  0.25067  1.17638
C  -2.79697  -0.80915  -0.97050
C  -1.67336  0.78563  0.96402
C  -1.57967  -0.19310  -1.33035
C  -0.95408  0.55009  -0.25672
C  2.07506  -0.59491  1.65359
C  2.62241  -0.70826  -0.87587
C  0.25692  1.15040  -0.58307
C  1.77584  -0.95737  0.25316
N  1.38956  2.75055  1.04020
O  0.77719  1.05433  -1.82610
Cl  0.58543  -2.16733  0.19755
H  -4.36235  -1.19787  0.36216
H  -3.54918  0.51415  2.13020
H  -3.25848  -1.43381  -1.69445
H  -1.16923  1.51423  1.67301
H  -1.21116  -0.13107  -2.35140
H  2.95372  -1.17845  1.85051
H  1.13157  -0.64703  2.18034
H  2.58832  0.43149  1.63999
H  2.04758  -0.26475  -1.61914
H  3.47143  -0.08486  -0.70071
H  2.89615  -1.72020  -1.40587
H  1.53762  1.60613  -1.90920

Results of the Mulliken charge analysis, in e, for atoms 1 through 2: C 0.097; C -0.536

# 6
This record from OMol25 describes a molecular structure, C9H13IrN3O4S. The level of theory is the ωB97M-V functional and the def2-TZVPD basis.

Values from the calculation:
Charge: +1
Multiplicity: 1
Relative energy (zero: lowest compared OMol25 entry of this formula, charge and spin), eV: 0.343
E_HOMO, eV: -12.9
M, g mol⁻¹: 451.50

Cartesian coordinates (Å):
Ir  -0.02087  -0.74110  -0.22367
N  0.60655  -1.11910  1.71843
N  -0.18098  -0.27405  2.54991
C  -1.35465  0.28021  1.99083
O  -1.99014  1.09206  2.59629
O  -1.67811  -0.23283  0.81424
H  0.48704  -2.07539  2.04880
H  1.59913  -0.88751  1.75945
H  0.30347  0.26361  3.25164
O  2.87102  1.08169  -2.26718
C  1.87626  0.55754  -1.86605
O  1.81542  -0.24093  -0.79606
C  0.53991  0.74480  -2.56291
C  0.40812  1.58032  -3.64949
C  -0.83885  1.70023  -4.24751
C  -1.90405  0.97394  -3.73587
C  -1.69922  0.16282  -2.63569
N  -0.49890  0.04910  -2.06280
H  1.28066  2.11646  -3.99546
H  -0.97895  2.35437  -5.09706
H  -2.89074  1.03998  -4.17040
H  -2.50818  -0.39150  -2.17844
C  -0.22165  -3.36749  -2.05435
S  -0.76826  -2.82273  -0.43221
C  -2.55392  -2.87597  -0.64675
H  -0.45019  -2.61517  -2.80639
H  -0.73175  -4.30292  -2.27974
H  0.85068  -3.53926  -1.99913
H  -2.86695  -3.91811  -0.62830
H  -2.84138  -2.41523  -1.59018
H  -2.99128  -2.33594  0.19060

Results of the Mulliken charge analysis, in e, for atoms 1 through 2: Ir 1.286; N -0.439